Molecular formula: C6H9NS
Method: DFT, ωB97M-V with the def2-TZVPD basis set

```
17
Properties=species:S:1:pos:R:3:forces:R:3
C -0.4745 0.9599 -0.5871 -1.6 0.5 0.6
C 0.2092 0.5894 0.6787 -2.5 0.9 1.5
C 1.6359 0.4545 0.6399 -1.0 -0.1 -0.5
C 1.9797 -0.4478 -0.2089 0.9 -2.4 -2.5
C 0.7784 -1.2266 -0.6233 2.5 -2.3 -4.3
C -0.3486 -0.5487 -0.1446 -0.6 3.5 -0.2
H -2.5316 1.2396 -1.1279 0.7 0.1 0.0
H -2.4211 1.0177 0.5123 2.4 1.5 -2.8
H 0.2620 1.3680 -1.3608 -1.8 -0.5 0.7
H -0.3428 0.8174 1.6022 0.4 0.0 -0.2
H 2.2690 0.9915 1.1848 2.4 2.4 2.2
H 2.9236 -0.8246 -0.5960 0.2 0.6 0.5
H 0.6725 -1.5263 -1.7543 0.5 0.7 1.8
H 0.9182 -2.1516 -0.1469 -0.1 -1.7 0.7
H -1.8785 -0.8820 2.1385 0.1 -1.0 -3.4
N -1.8900 1.5129 -0.3741 0.1 -1.2 1.6
S -1.7613 -1.3433 0.1675 -2.6 -1.0 4.4
```
Positions in Å, forces in eV/Å.

Calculated values
Energy, a.u.: -686.76433
Relative energy (zero: lowest compared OMol25 entry of this formula, charge and spin), kJ/mol: 521.1
HOMO energy, hartree: -0.3215
Kohn-Sham gap, eV: 7.81

***

Molecular formula: C21H35FHgP2
Method: DFT, ωB97M-V with the def2-TZVPD basis set

```
60
Properties=species:S:1:pos:R:3:forces:R:3
P -1.4943 1.3187 -2.1980 -1.1 -0.1 0.7
P 0.1930 0.0389 2.5259 -0.1 -0.3 -3.9
C -0.5655 -0.1175 -0.5449 1.1 -0.7 -3.3
C -0.5980 -0.5551 0.9134 -0.3 -0.5 0.4
H 0.4285 -0.2645 -1.0487 -1.1 0.1 1.5
H -1.0900 -0.8463 -1.1878 -0.3 -0.2 1.1
H -1.6401 -0.7951 1.1479 0.0 0.2 0.5
H -0.1077 -1.5359 0.9002 -0.3 -0.2 -0.1
C 1.9877 -0.2358 2.4797 1.3 0.3 0.2
H 2.6069 0.3012 3.2113 -0.7 0.3 0.1
H 2.4558 0.0130 1.5192 -0.7 0.5 0.3
H 2.2582 -1.2807 2.6587 -0.6 -0.1 0.1
C -0.4798 -1.2564 3.6100 -0.3 -0.5 0.8
H 0.2588 -2.0202 3.8470 0.3 0.2 -0.2
H -1.3050 -1.8084 3.1462 0.1 0.4 -0.2
H -0.8510 -0.9238 4.5787 0.1 0.4 -0.1
C -0.3070 1.7771 -3.5997 0.1 -0.4 0.1
H -0.6311 2.7125 -4.0823 -0.2 -0.2 0.6
H -0.2777 1.0181 -4.3749 0.2 -0.2 -0.2
H 0.7191 1.9523 -3.2145 -0.6 0.1 -0.1
C -2.7353 0.0807 -2.8310 0.4 -0.3 -0.7
H -2.9146 -0.6610 -2.0325 -0.1 0.3 -0.5
H -2.3815 -0.4081 -3.7407 -0.4 -0.3 0.0
H -3.6718 0.6138 -3.0848 0.5 -0.2 0.4
Hg 0.4803 2.0246 -0.2864 0.8 2.0 0.9
C 1.1589 -2.6999 -0.4308 2.2 -0.2 -1.2
C 2.1138 -1.7314 -0.4572 -0.3 -2.2 1.8
C 3.1664 -1.5321 -1.4627 0.2 0.4 -1.1
C 2.5659 -1.3126 -2.8733 0.9 0.4 0.3
C 1.1568 -0.8077 -2.9035 -0.4 -1.0 -1.5
C 0.0811 -1.6093 -3.0044 -0.1 0.7 -0.8
C -0.0413 -3.0776 -2.7455 0.1 -0.2 -0.6
C 0.7939 -3.6199 -1.5929 0.4 -0.8 0.7
C -1.6286 3.2473 -0.2797 -1.1 0.5 0.0
H 0.9967 -3.1673 0.5299 -0.8 0.5 0.4
H 2.3603 -1.3243 0.5157 -0.1 -0.2 -0.4
H 3.7849 -2.4393 -1.4502 -0.1 0.0 -0.1
H 3.8749 -0.7288 -1.2045 -0.6 0.0 0.0
H 3.1784 -0.5448 -3.3628 -0.1 -0.2 -0.1
H 2.6694 -2.2113 -3.4789 -0.1 -0.2 0.0
H 1.0754 0.2565 -3.1063 -0.1 -0.8 0.1
H -0.8463 -1.2274 -3.4427 0.5 0.3 0.6
H 0.2541 -3.5497 -3.7004 0.0 -0.3 0.4
H -1.0886 -3.4058 -2.6123 0.3 0.6 0.0
H 0.2631 -4.4692 -1.1310 0.1 0.2 -0.3
H 1.7006 -4.0801 -2.0104 0.1 0.3 0.2
H -2.3388 3.0800 0.5865 0.7 0.0 -0.5
H -2.2420 3.0955 -1.2236 0.8 0.8 1.7
H -1.3213 4.2883 -0.2376 0.0 0.5 0.2
F -1.8589 4.0422 5.8700 0.3 -0.4 -0.9
C -1.4650 3.3865 4.7341 -0.1 0.1 0.9
C -2.2578 2.3589 4.2630 -0.2 0.3 -0.3
C -1.7983 1.5998 3.1974 1.1 -0.9 0.4
C -0.4243 1.6531 2.7853 -1.1 2.8 1.6
C 0.2247 2.9203 3.1013 0.3 -1.1 0.4
C -0.2669 3.7306 4.1284 -0.1 -0.1 -0.3
H -3.1767 2.0818 4.7694 -0.1 0.4 -0.3
H -2.4540 0.8197 2.7978 0.3 0.0 0.3
H 1.1362 3.2724 2.5908 -0.3 -0.8 0.3
H 0.3158 4.5638 4.5294 -0.3 -0.1 -0.4
```
Positions in Å, forces in eV/Å.

Calculated values
Energy, a.u.: -1756.69822
Relative energy (zero: lowest compared OMol25 entry of this formula, charge and spin), kJ/mol: 282.4
HOMO energy (spin up / spin down), hartree: -0.1636 / -0.1637
Kohn-Sham gap (spin up / spin down), eV: 3.95 / 3.96

***

Molecular formula: C63H158O16
Method: DFT, ωB97M-V with the def2-TZVPD basis set

```
237
Properties=species:S:1:pos:R:3:forces:R:3
C -2.7635 4.2831 0.1098 -0.3 1.0 -1.4
C -2.2731 2.8802 0.1068 0.0 -1.8 -0.8
C -2.1929 2.3524 -1.3335 0.2 0.8 -0.3
O -0.9848 2.8224 0.6873 0.2 1.1 0.5
H -2.8114 4.7104 1.0861 0.0 0.2 0.8
H -3.7706 4.3696 -0.3654 0.7 -0.2 0.4
H -2.0690 4.9017 -0.5080 -0.4 -0.3 0.4
H -2.9580 2.2100 0.6608 0.1 0.3 0.1
H -1.7410 1.3636 -1.4046 -0.1 -0.1 0.1
H -1.5374 3.0611 -1.8808 -0.3 -0.4 0.1
H -3.1681 2.3446 -1.8384 0.2 -0.1 0.2
H -0.5430 1.9835 0.5411 -0.2 -0.6 -0.1
C -2.9068 7.2537 4.4054 -0.5 0.1 -0.1
C -2.7451 5.9097 3.6910 0.6 0.9 -0.9
O -2.3275 4.9713 4.6331 -0.5 0.3 0.7
C -2.1652 3.6809 4.1117 -0.9 -0.1 -1.0
C -2.0357 2.7435 5.2774 0.4 -1.1 -0.2
H -3.2523 8.0750 3.7476 0.5 -0.5 0.0
H -3.6502 7.2331 5.2025 0.0 -0.4 0.1
H -1.9595 7.5058 4.8814 0.0 0.2 -0.1
H -3.6560 5.5760 3.1352 0.4 0.2 0.5
H -1.9214 6.0424 2.9295 -0.8 -0.2 0.3
H -3.0688 3.3813 3.5216 0.3 0.3 0.3
H -1.3701 3.7533 3.3610 0.4 -0.7 0.2
H -1.0825 2.8481 5.7813 0.2 0.1 0.2
H -2.1465 1.6691 5.0180 0.1 0.7 -0.2
H -2.8249 2.9527 5.9845 -0.2 0.2 0.2
C -1.8560 -0.6808 1.2717 0.8 0.6 0.1
C -0.4382 -1.1477 0.8961 -1.3 0.5 0.0
O 0.2099 0.0682 0.4987 -0.5 0.1 0.5
C 1.5326 -0.0191 0.0319 0.2 -1.4 0.5
C 2.0678 1.3365 -0.2749 -0.2 0.7 0.4
H -2.3532 -0.2010 0.4337 0.0 -0.1 -0.3
H -2.5024 -1.4433 1.6541 -0.2 -0.7 0.2
H -1.7759 0.0903 2.0313 0.0 0.1 0.3
H 0.0560 -1.6444 1.7593 -0.1 0.4 -0.5
H -0.5717 -1.8772 0.0777 0.7 0.3 0.1
H 2.1635 -0.5337 0.7952 -0.2 0.3 -0.4
H 1.4986 -0.6568 -0.8435 0.4 -0.2 -0.4
H 1.3455 1.8972 -0.8705 0.1 0.0 -0.3
H 3.0297 1.2743 -0.7837 -0.1 0.1 0.0
H 2.1898 1.9114 0.6534 0.1 -0.1 -0.2
C 1.7800 2.7823 -6.7843 0.9 0.3 -0.3
C 2.2089 4.0447 -6.0660 0.6 0.5 1.0
O 1.4351 4.2111 -4.8835 -0.4 -0.5 -0.1
C 1.6933 5.3922 -4.1570 -1.8 -0.1 0.3
C 0.7084 5.4679 -2.9517 1.1 0.2 0.0
H 0.7439 2.8950 -7.0995 0.1 -0.1 -0.4
H 2.5132 2.6659 -7.5998 -0.7 0.1 -0.2
H 1.8722 1.8612 -6.2312 0.0 0.0 0.6
H 3.3104 4.0889 -5.7600 -1.2 -0.3 -0.7
H 1.9905 4.8859 -6.7456 0.3 0.0 0.1
H 2.7089 5.3562 -3.8048 0.7 0.4 0.2
H 1.4989 6.2665 -4.8096 0.4 -0.2 0.2
H 0.8234 4.6378 -2.2499 0.5 0.0 0.0
H -0.3275 5.4052 -3.2247 -0.5 0.2 -0.6
H 0.8770 6.4195 -2.4139 -0.1 -0.5 -0.1
C 1.5365 -3.9986 -4.6859 -0.6 -0.6 -0.3
C 2.9573 -3.5792 -4.3698 -1.1 0.5 0.3
O 2.9031 -2.6717 -3.2682 1.6 0.0 0.0
C 4.2712 -2.2474 -3.0040 -0.8 0.4 0.1
C 4.2778 -1.3217 -1.8074 -0.5 -1.1 1.8
H 1.1356 -4.6737 -3.9192 0.2 0.1 0.0
H 0.8326 -3.1552 -4.7173 0.4 0.0 -0.2
H 1.4727 -4.5601 -5.6413 0.1 0.4 0.4
H 3.5512 -4.4481 -4.0988 0.3 -0.2 -0.1
H 3.4132 -3.0547 -5.2102 0.1 -0.1 -0.2
H 4.8884 -3.1374 -2.7825 -0.1 0.3 -0.3
H 4.6531 -1.7145 -3.8955 0.0 -0.4 0.2
H 3.6114 -0.4503 -1.8725 0.4 -0.3 -0.3
H 5.2825 -1.0522 -1.4760 0.1 0.4 -0.6
H 3.9417 -1.9210 -0.9072 -0.1 0.6 -0.9
C 3.8992 -1.0576 3.4338 -0.6 1.1 0.1
C 4.4167 -2.4544 3.4061 0.0 0.6 1.7
O 5.0961 -2.6008 2.2237 1.1 -0.7 -0.3
C 5.8139 -3.8227 2.2712 0.1 0.3 -0.2
C 6.5286 -3.9512 0.9647 -0.1 -1.5 -1.7
H 4.7188 -0.3215 3.3871 -0.2 -0.4 0.0
H 3.2164 -0.8382 2.6018 0.2 -0.2 0.1
H 3.3638 -0.8550 4.3579 -0.2 0.0 0.1
H 5.0936 -2.5647 4.3133 -0.5 -0.2 -0.9
H 3.6313 -3.2164 3.4896 -0.1 0.0 0.1
H 6.5240 -3.8204 3.1516 -0.7 -0.1 -0.8
H 5.0615 -4.6309 2.3614 0.5 0.0 0.3
H 5.8269 -3.9886 0.0936 0.1 0.1 0.8
H 7.0542 -4.9224 0.9058 0.0 0.4 0.2
H 7.2243 -3.1762 0.6866 0.3 0.4 0.5
C -2.4386 -4.3755 -0.9103 0.0 1.2 -0.5
C -0.9512 -4.2950 -1.2639 -0.7 -0.3 -0.8
O -0.1253 -4.2024 -0.1528 -0.6 -0.9 1.2
C 1.2377 -4.1173 -0.4324 0.6 1.2 -0.6
C 1.9379 -3.7128 0.8470 0.5 0.6 -0.1
H -2.8027 -5.3109 -0.5068 0.3 -0.4 0.0
H -2.7098 -3.5863 -0.1954 0.2 -0.1 -0.1
H -3.0137 -4.1114 -1.8215 0.3 -0.4 0.5
H -0.7061 -5.1646 -1.8905 0.2 -0.1 0.1
H -0.7699 -3.4136 -1.8924 -0.1 0.2 -0.2
H 1.6649 -5.0358 -0.8618 -0.3 0.0 0.0
H 1.3395 -3.3054 -1.1862 0.4 -0.4 0.1
H 1.5570 -2.7564 1.1769 -0.3 0.2 0.0
H 3.0196 -3.5093 0.7517 -0.3 -0.6 -0.1
H 1.7121 -4.4080 1.6408 0.3 -0.4 0.2
C 3.5369 5.2685 -0.0063 0.2 -0.3 2.4
C 2.4367 5.2074 1.1123 0.4 0.5 -2.3
O 1.8553 6.4885 1.2241 -0.1 -0.2 0.6
C 0.8082 6.4564 2.2105 0.3 0.7 -1.8
C 0.2725 7.8624 2.2928 -0.1 0.2 0.6
H 4.1611 6.1288 0.2029 -0.1 0.5 -0.1
H 4.2290 4.4502 0.2354 -0.3 -0.3 -0.7
H 3.2131 5.3115 -1.0295 -0.4 -0.3 -0.3
H 1.6800 4.4447 0.8573 0.1 0.2 0.2
H 2.8898 4.9683 2.0511 0.5 -0.5 0.7
H 0.1033 5.7598 1.7997 -0.9 -0.5 0.1
H 1.1482 6.0767 3.1574 0.4 -0.1 0.6
H -0.1653 8.1962 1.3221 0.4 -0.2 0.9
H 1.1102 8.4967 2.6234 -0.3 0.1 -0.5
H -0.4514 7.9225 3.1193 -0.1 0.1 -0.5
C 7.2994 4.6901 -0.1544 0.9 0.7 -0.4
C 7.4177 3.3615 0.5014 0.0 -0.3 0.4
O 7.0198 2.3603 -0.3971 0.5 -0.6 -0.4
C 7.0942 1.0387 0.1265 1.0 -0.4 0.0
C 5.8126 0.7205 0.8333 -1.4 -0.5 1.0
H 8.0230 4.7802 -0.9739 0.0 0.0 0.1
H 6.3311 4.8568 -0.5879 -0.6 0.1 0.0
H 7.5278 5.4662 0.5834 -0.1 0.0 -0.2
H 8.4652 3.1891 0.8100 -0.3 0.0 0.2
H 6.7446 3.3456 1.3628 0.2 -0.1 0.4
H 7.3823 0.3627 -0.7362 -0.8 0.7 0.9
H 7.9192 0.9035 0.8743 -0.2 0.4 -0.7
H 4.9630 1.1866 0.3544 -0.1 0.4 -0.4
H 5.7182 0.9986 1.9076 0.6 0.3 -0.7
H 5.5133 -0.3164 0.8693 0.4 -0.7 -0.2
C -4.9740 0.5434 3.2466 -1.2 -0.9 0.2
C -5.8387 -0.4717 2.4530 1.0 1.8 0.3
O -6.9244 0.2128 1.9006 0.3 1.6 1.1
C -7.7539 -0.5550 1.1445 -1.2 -2.4 -0.9
C -9.1635 0.0118 1.0088 -0.1 0.6 1.1
H -4.4746 1.2544 2.6107 0.1 0.2 -0.4
H -5.6239 1.0969 3.9510 0.5 -0.3 -0.2
H -4.2210 -0.0517 3.7582 0.1 0.2 0.4
H -5.1934 -0.8621 1.6859 0.2 -0.5 -0.7
H -6.1705 -1.2799 3.0754 -0.3 -0.6 0.5
H -7.3265 -0.6760 0.1562 0.1 -0.1 -0.6
H -7.7764 -1.5927 1.5292 -0.2 0.2 0.1
H -9.4759 0.5019 1.9617 0.3 -0.2 -0.7
H -9.9761 -0.6778 0.7722 0.5 -0.4 0.0
H -9.1347 0.7277 0.2096 -0.3 0.7 -0.2
C -4.7135 -0.9694 -1.3363 -1.4 -0.3 0.3
C -3.7994 -1.1430 -2.4833 1.0 1.4 -1.3
O -4.0416 -2.4110 -3.0480 0.3 -0.2 -0.6
C -3.1969 -2.6334 -4.1750 0.6 0.5 0.1
C -3.4276 -3.9987 -4.7517 -0.6 0.1 -0.6
H -5.7703 -1.1214 -1.6431 0.5 0.3 0.0
H -4.4896 -1.8595 -0.7756 0.0 -0.1 1.1
H -4.6621 -0.0413 -0.7365 0.4 -0.5 -0.4
H -3.9161 -0.3975 -3.2839 -0.2 0.1 0.1
H -2.7331 -0.9859 -2.1963 -0.4 -0.5 0.1
H -3.2658 -1.8400 -4.9373 -0.5 0.0 0.2
H -2.1511 -2.5367 -3.8506 0.0 -0.2 0.2
H -2.6757 -4.2003 -5.5269 -0.2 -0.1 0.3
H -4.4323 -4.1024 -5.2071 0.5 0.1 0.2
H -3.3519 -4.7079 -3.9449 0.1 -0.6 0.1
C -1.9282 -4.4049 2.6506 -1.0 0.5 -1.1
C -0.6086 -4.9251 3.1103 0.8 0.6 0.3
O -0.7676 -5.7022 4.2974 0.0 -0.2 -1.2
C 0.4331 -6.3509 4.6332 1.0 0.5 2.0
C 0.1097 -7.2957 5.7979 -1.1 0.2 -0.2
H -2.5536 -5.2424 2.3817 -0.4 -0.4 0.1
H -2.4957 -3.7860 3.3438 0.3 -0.1 0.5
H -1.9091 -3.8110 1.7141 0.7 -0.3 0.6
H -0.1253 -5.5301 2.3365 -0.3 -0.1 -0.1
H 0.1055 -4.0861 3.2766 -0.3 -0.3 0.2
H 0.9922 -6.8551 3.8208 -0.7 0.2 0.0
H 1.1023 -5.5578 5.0514 0.0 -0.4 -0.4
H -0.4670 -6.7276 6.5473 0.0 -0.2 -0.4
H 0.9321 -7.7123 6.3563 0.7 -0.1 -0.3
H -0.5246 -8.1197 5.4396 0.2 0.2 0.2
C -2.2849 -3.5873 8.1041 0.9 0.0 0.3
C -1.2446 -3.5168 7.0075 0.2 -1.1 0.7
O -1.1395 -2.1821 6.6503 -0.1 1.5 -0.9
C -0.1248 -1.9800 5.6886 0.9 -0.7 -0.6
C -0.2075 -0.6971 4.8523 -0.1 -0.6 1.1
H -1.9135 -3.1396 9.0322 -0.1 0.0 -0.2
H -3.1426 -3.0528 7.7611 -0.7 0.4 -0.1
H -2.5739 -4.5989 8.3195 -0.1 -0.6 0.1
H -0.2559 -3.9137 7.3459 -0.4 0.2 -0.1
H -1.5521 -4.1475 6.1665 0.0 0.1 -0.2
H 0.8308 -2.0075 6.2215 0.3 0.2 0.0
H -0.0870 -2.8671 5.0518 -0.2 0.0 -0.3
H -0.2104 0.0734 5.5977 0.0 0.9 0.2
H -1.1457 -0.6271 4.3133 0.0 -0.1 -0.3
H 0.6753 -0.5351 4.2102 -0.5 -0.4 0.2
C -5.4015 -4.0456 0.8185 2.0 1.1 -0.6
C -5.9860 -4.2943 -0.5307 -0.9 -0.2 -1.1
O -7.2889 -3.7081 -0.5477 0.2 -0.3 0.6
C -7.8874 -3.6816 -1.8104 -0.6 1.9 -0.1
C -9.2037 -2.8591 -1.6848 0.8 0.4 -0.9
H -6.0604 -4.2964 1.6087 -0.8 -0.3 0.7
H -4.4605 -4.6108 0.9622 -0.5 0.2 -0.1
H -5.1400 -2.9624 0.8766 -0.2 -0.7 0.3
H -5.4507 -3.8697 -1.3975 0.4 0.1 0.5
H -6.0550 -5.3629 -0.7615 -0.2 -0.2 0.2
H -7.1668 -3.2648 -2.5379 -0.3 0.2 0.1
H -8.1449 -4.6409 -2.1884 -0.2 -1.3 -0.1
H -9.7705 -2.8071 -2.6336 0.8 0.4 0.0
H -9.0518 -1.8536 -1.2308 0.0 -0.7 -0.5
H -9.9099 -3.3981 -1.1105 -0.5 -0.6 1.2
C 0.0887 -0.3746 -3.3251 0.6 -1.4 -0.4
C -0.1532 0.8868 -4.0214 -1.0 0.6 -0.1
O -1.5281 0.9163 -4.3305 -0.4 0.3 -0.5
C -1.8214 2.1469 -4.9502 0.4 0.7 -0.3
C -3.2830 2.1786 -5.2822 0.7 -1.0 -1.7
H -0.2645 -1.1918 -3.9844 0.1 0.3 0.4
H 1.1674 -0.5134 -3.2469 0.0 -0.2 0.6
H -0.4573 -0.4202 -2.3961 0.1 -0.1 0.6
H 0.0519 1.7971 -3.4402 0.5 -0.2 0.0
H 0.3859 0.8740 -4.9521 0.6 0.4 -0.5
H -1.5176 2.9430 -4.2483 -0.1 0.1 -0.3
H -1.2203 2.2999 -5.8981 -0.4 -0.2 0.9
H -3.6035 3.1169 -5.6831 -0.2 0.8 0.2
H -3.8676 1.8471 -4.4541 -0.6 -0.1 0.5
H -3.3876 1.4951 -6.1532 -0.4 0.0 0.7
C 3.7823 1.3858 -4.2852 -2.1 1.1 0.0
C 4.9526 1.7947 -3.5103 1.6 -1.9 1.4
O 5.7678 2.6892 -4.1892 0.2 0.7 -0.5
C 7.0928 2.7117 -3.6893 0.0 -0.8 0.6
C 7.9820 3.5472 -4.5286 -0.3 1.6 -0.8
H 3.3027 0.4930 -3.8809 0.1 0.0 0.0
H 3.0360 2.1993 -4.2215 0.0 -0.4 -0.3
H 4.0288 1.2472 -5.3145 0.2 -0.3 -0.8
H 4.6598 2.1168 -2.4971 0.2 0.3 -0.1
H 5.5477 0.8605 -3.3671 0.0 0.4 0.3
H 7.0774 3.0884 -2.6462 0.1 -0.5 -0.4
H 7.5422 1.6814 -3.7342 -0.7 0.5 0.4
H 7.9687 3.2482 -5.5915 0.2 0.0 0.5
H 8.9735 3.5227 -4.1056 0.5 -0.3 -0.1
H 7.6947 4.6163 -4.4848 -0.1 -0.4 -0.1
```
Positions in Å, forces in eV/Å.

Calculated values
Energy, a.u.: -3698.68427
HOMO energy, hartree: -0.3423
Kohn-Sham gap, eV: 9.80

***

Q: Among the records above, which one has the highest energy?
A: C6H9NS